DFT (the ωB97M-V functional and the def2-TZVPD basis) results for a molecular structure, C20H30N12O4STi.

```
68
Properties=species:S:1:pos:R:3:forces:R:3:lowdin_charge:R:1
Ti 0.1690 0.5765 0.0888 -0.7 -0.5 -1.9 0.9278
O 2.6405 -2.9880 0.2740 0.0 0.1 0.0 0.0187
C 1.7141 -3.8130 0.8371 -0.4 0.2 0.2 -0.2866
C 2.0053 -5.1588 0.9924 0.0 -0.1 0.0 -0.0272
C 1.0603 -6.0262 1.5249 0.1 0.1 -0.1 -0.0988
C -0.1920 -5.5498 1.8918 0.0 -0.3 0.0 -0.1081
C -0.4944 -4.2140 1.7463 0.3 0.3 -0.2 -0.0475
C 0.4525 -3.3105 1.2369 0.3 -0.7 0.2 -0.1177
C 0.1288 -1.9069 1.1255 -1.2 0.6 0.8 -0.4401
O 1.0286 -1.0301 0.6642 1.0 -1.5 0.6 -0.2039
N -1.0517 -1.4754 1.5175 0.7 -0.8 0.2 0.0920
N -1.1519 -0.1429 1.3493 -0.3 -0.6 0.4 -0.1657
C -2.0536 0.4990 2.0846 -0.7 0.2 0.7 -0.1086
C -1.8762 1.8557 2.4210 0.4 -0.1 -0.2 -0.1857
C -2.7748 2.5227 3.2770 0.0 0.1 0.0 -0.0616
C -2.5261 3.8014 3.7266 -0.1 0.0 0.0 -0.1268
C -1.3679 4.4675 3.3433 0.0 0.1 0.0 -0.1219
C -0.4652 3.8436 2.4930 0.0 -0.4 -0.3 -0.0435
C -0.6874 2.5525 2.0066 -0.6 0.7 1.2 -0.3662
O 0.1810 2.0009 1.1803 0.2 1.9 1.2 -0.2026
H 2.2564 -2.0744 0.3624 0.1 -0.1 0.0 0.0575
H 2.9808 -5.5134 0.6935 0.1 0.0 0.0 0.1119
H 1.3038 -7.0700 1.6575 0.0 -0.1 0.0 0.0959
H -0.9284 -6.2248 2.3054 0.0 0.0 0.0 0.0960
H -1.4569 -3.8226 2.0372 -0.1 0.1 0.1 0.1055
H -2.8165 -0.0829 2.5998 0.0 0.0 -0.1 0.1175
H -3.6599 1.9923 3.6011 -0.1 0.0 0.0 0.1037
H -3.2275 4.2844 4.3904 -0.1 0.0 0.1 0.0903
H -1.1632 5.4657 3.7040 0.0 0.1 0.0 0.0885
H 0.4364 4.3487 2.1727 0.1 0.0 0.0 0.1082
N -2.0162 3.1575 -0.5492 0.0 0.3 -0.1 0.0313
N -3.3681 3.2364 -0.8769 -0.3 0.4 0.3 -0.0856
C -4.0475 2.0883 -1.1235 0.0 0.1 -0.3 -0.8909
N -5.4001 2.2086 -1.2179 0.1 0.3 0.0 0.0683
S -3.2960 0.6338 -1.3369 0.0 -0.5 -0.2 0.6982
H -1.8545 3.2092 0.4568 -0.3 0.1 -0.2 0.0618
H -1.4706 3.8696 -1.0253 -0.3 -0.1 0.0 0.1042
H -3.9091 4.0294 -0.5317 0.2 -0.3 0.0 0.1463
H -5.8116 3.1150 -1.3759 0.0 0.0 0.1 0.0955
H -5.8783 1.4210 -1.6221 0.1 0.0 0.1 0.0799
C 4.7738 1.6444 -2.4091 0.1 0.1 -0.2 -0.0643
N 4.1141 0.6375 -1.5876 -0.7 0.3 0.1 -0.1795
C 4.8516 0.3362 -0.3771 -0.1 -0.1 0.2 -0.0637
C 2.7249 0.8384 -1.4179 0.0 0.6 1.4 -0.3664
N 2.0926 1.1863 -0.3333 2.6 -0.4 -1.9 0.1074
N 2.0107 0.5703 -2.5743 0.5 -0.4 0.0 0.1601
C 0.6691 0.7768 -2.7330 -1.7 1.2 -0.5 -0.4826
N 0.1452 0.3409 -3.9473 0.4 0.1 0.7 0.1674
N -0.0235 1.4399 -1.8518 0.6 -0.5 -1.6 0.0414
H 5.7309 1.2510 -2.7580 -0.1 0.0 0.0 0.0896
H 4.9584 2.5752 -1.8539 0.0 -0.1 0.0 0.0965
H 4.1525 1.8763 -3.2718 0.1 0.1 -0.1 0.0831
H 5.8761 0.0837 -0.6520 -0.1 0.0 0.0 0.0937
H 4.3961 -0.5284 0.1032 0.1 0.0 0.1 0.0919
H 4.8861 1.1716 0.3367 0.0 0.0 -0.1 0.0926
H 2.7031 1.4413 0.4398 0.0 -0.1 -0.2 0.1033
H 2.5161 0.0631 -3.2875 -0.1 0.1 0.2 0.1572
H 0.6456 -0.4035 -4.4131 0.0 0.1 0.1 0.0978
H -0.8483 0.1520 -3.8986 0.1 0.1 0.1 0.1040
H -1.0161 1.4792 -2.0941 0.1 0.0 0.0 0.0031
N -2.0060 -2.7772 -0.9485 -0.1 0.1 -0.1 0.2001
C -0.8025 -2.2319 -1.2633 -0.3 -0.3 -0.7 -0.6184
N 0.1629 -3.0912 -1.7265 -0.1 0.2 0.0 0.1987
O -0.6360 -1.0038 -1.3335 -0.1 -0.3 -0.2 -0.1216
H -2.0381 -3.7206 -0.5920 0.1 0.1 0.0 0.1036
H -2.6578 -2.1291 -0.5242 0.2 -0.1 0.0 0.0835
H 0.1099 -4.0539 -1.4258 0.1 0.1 0.0 0.1094
H 1.0966 -2.7008 -1.7079 -0.1 -0.1 0.1 0.1022
```
Forces are in eV/Å.

Its spin multiplicity is 3. As for the expectation value of S²: 2.05. As for the HOMO energy (alpha / beta): -4.11 / -6.70 eV.


DFT (the ωB97M-V functional and the def2-TZVPD basis) results for a molecular structure, C20H30N2Ru.

```
53
Properties=species:S:1:pos:R:3:forces:R:3:lowdin_charge:R:1
Ru 0.3348 -0.0518 1.0484 -0.5 -0.1 -0.6 1.0454
C 0.7149 2.5579 0.2160 0.0 0.0 0.0 -0.1082
C 0.2189 2.3732 1.5125 0.2 -0.1 0.1 -0.1684
C 1.0513 1.7915 2.4807 0.0 0.1 0.0 -0.1558
C 2.3810 1.4703 2.1594 0.1 0.0 0.0 -0.0888
C 2.8801 1.7214 0.8880 0.0 0.0 0.0 -0.0894
C 2.0352 2.2371 -0.0894 0.0 0.0 0.0 -0.0790
H 0.0835 2.9973 -0.5461 0.0 0.0 0.0 0.1135
H -0.7820 2.6764 1.7858 0.0 0.0 -0.1 0.1056
H 0.6983 1.6681 3.4959 0.0 0.0 0.0 0.1146
H 3.0276 1.0582 2.9232 0.0 0.0 0.0 0.1180
H 3.9084 1.4926 0.6532 0.0 0.0 0.0 0.1071
H 2.4073 2.4057 -1.0911 0.0 0.0 0.0 0.1178
C -4.5029 -0.8728 0.8500 0.0 0.0 0.0 -0.0382
C -3.9123 0.4375 1.3749 0.0 0.0 0.0 -0.6337
C -4.4951 0.7653 2.7441 0.0 0.0 0.0 -0.0387
C -4.1808 1.5806 0.4028 0.0 0.0 0.0 -0.0444
N -2.4446 0.3315 1.6048 -0.1 0.0 -0.1 -0.0435
N -1.6618 0.1337 0.4109 -0.2 0.0 0.2 -0.0852
H -5.5633 -0.7549 0.6278 0.0 0.0 0.0 0.0946
H -4.4032 -1.6684 1.5914 0.0 0.0 0.0 0.0894
H -4.0249 -1.2015 -0.0767 0.0 0.0 0.0 0.0731
H -5.5836 0.7827 2.6968 0.0 0.0 0.0 0.0948
H -4.1432 1.7367 3.0906 0.0 0.0 0.0 0.0880
H -4.2061 0.0123 3.4808 0.0 0.0 0.0 0.0875
H -5.2490 1.7937 0.3795 0.0 0.0 0.0 0.0963
H -3.8882 1.3394 -0.6223 0.0 0.0 0.0 0.0802
H -3.6673 2.4907 0.7194 0.0 0.0 0.0 0.0881
H -2.2680 -0.4870 2.1816 0.0 0.1 0.1 0.0973
H -1.7930 0.9715 -0.1498 0.1 0.0 0.0 0.0895
H -2.0264 -0.6427 -0.1423 0.1 0.0 0.0 0.0933
C 1.5464 -3.1050 2.6708 0.0 -0.1 0.0 -0.0483
C 1.1752 -2.7737 1.2172 0.0 0.0 0.1 -0.5798
C 0.8395 -4.0722 0.4703 0.0 0.0 0.0 -0.0276
C 0.0070 -1.8306 1.2529 0.3 0.3 0.2 -0.1800
C 2.2795 -2.0161 0.4782 0.1 0.0 0.0 -0.2151
C 3.5952 -1.9366 0.9382 -0.1 0.0 0.0 -0.0236
C 4.5709 -1.3035 0.1857 0.0 0.0 0.0 -0.0657
C 4.2545 -0.7235 -1.0384 0.0 0.0 0.0 -0.0862
C 2.9541 -0.7836 -1.5051 -0.1 0.0 0.0 -0.0801
C 1.9721 -1.4279 -0.7557 0.1 0.0 -0.1 -0.0872
H 0.6730 -3.4908 3.1985 0.0 0.0 0.0 0.0918
H 1.9003 -2.2214 3.2027 0.0 0.0 0.0 0.0829
H 2.3170 -3.8771 2.7087 0.0 0.0 0.0 0.0933
H 0.0382 -4.6082 0.9822 0.0 0.0 0.0 0.0905
H 1.7145 -4.7222 0.4309 0.0 0.0 0.0 0.0981
H 0.5213 -3.8745 -0.5543 0.0 0.0 0.0 0.0855
H -0.9849 -2.3000 1.3416 0.0 0.0 0.1 0.0725
H 3.8666 -2.3874 1.8830 0.0 0.0 0.0 0.1111
H 5.5896 -1.2703 0.5505 0.0 0.0 0.0 0.1142
H 5.0254 -0.2440 -1.6276 0.0 0.0 0.0 0.1135
H 2.6980 -0.3559 -2.4663 0.0 0.0 0.0 0.1132
H 0.9867 -1.5588 -1.1899 0.0 0.0 0.0 0.1063
```
Forces are in eV/Å.

The total charge is +1. Its spin multiplicity is 2. As for the expectation value of S²: 0.79. As for the HOMO energy (alpha / beta): -11.30 / -11.31 eV.


DFT (the ωB97M-V functional and the def2-TZVPD basis) results for a molecular structure, C20H30N3O5PRe.

```
60
Properties=species:S:1:pos:R:3:forces:R:3:lowdin_charge:R:1
N -0.1532 1.4344 -2.9723 0.2 -1.1 -0.8 0.1520
C -0.3659 0.7741 -3.9060 0.2 1.1 0.9 -0.1909
C -0.6383 0.0127 -5.1072 0.0 -0.4 -0.3 -0.0164
H -0.2372 -1.0045 -4.9753 -0.3 0.3 -0.2 0.1114
H -0.1557 0.4712 -5.9801 -0.1 0.0 0.3 0.1193
H -1.7183 -0.0152 -5.2945 0.2 -0.1 0.1 0.1095
N 1.7400 3.5745 0.4778 0.0 -0.8 0.1 0.1036
C 1.7300 4.6054 1.0000 -0.3 -0.2 -0.2 -0.0556
C 1.6700 5.8947 1.6520 0.3 0.2 0.0 0.0418
H 2.0093 6.6831 0.9600 0.0 -0.3 0.1 0.1377
H 2.3162 5.8776 2.5464 -0.2 0.0 -0.3 0.1362
H 0.6404 6.1248 1.9444 0.0 -0.2 0.0 0.1331
N 1.3946 -2.4144 0.4679 2.1 0.5 1.6 0.1570
C 2.1558 -2.5590 1.3490 -1.8 -0.4 -1.9 -0.2516
C 3.0055 -2.9663 2.4485 0.5 0.2 0.6 -0.0116
H 2.6712 -2.5116 3.3911 0.0 -0.2 -0.2 0.1044
H 4.0442 -2.6568 2.2921 -0.1 -0.1 -0.1 0.1023
H 2.9890 -4.0597 2.5437 -0.1 0.2 -0.1 0.1273
Re 1.9287 1.4947 -0.2886 -5.2 4.1 1.3 1.4617
C 1.6203 0.8497 1.5242 -0.4 -3.1 7.9 -0.1230
O 1.6137 0.4286 2.6265 -0.2 2.4 -5.9 0.2325
C -0.1006 1.9350 -0.4230 -7.3 1.4 -0.5 -0.1113
O -1.2114 2.2809 -0.3791 5.7 -1.5 0.1 0.2208
C 2.9685 1.6923 -2.1432 1.6 -0.1 -2.4 -0.1221
C 2.9031 0.3060 -1.9335 0.0 0.0 -1.4 -0.0550
C 3.3423 -0.2281 -0.7392 0.4 -1.5 0.7 -0.0511
C 3.7213 0.6182 0.3111 3.3 -0.6 0.3 -0.1818
C 3.9884 1.9824 0.0370 1.8 -0.8 1.2 -0.0838
C 3.6310 2.4997 -1.2131 0.7 1.1 -1.1 -0.0701
H 2.4950 2.1146 -3.0155 0.1 0.2 -0.3 0.1544
H 2.5227 -0.3448 -2.7030 -0.4 -0.1 -0.1 0.1656
H 3.3230 -1.2977 -0.5829 -0.4 -0.1 0.1 0.1348
H 3.8718 0.2224 1.3053 0.6 -0.1 -0.1 0.1547
H 4.4422 2.5670 0.8297 -0.2 0.3 -0.1 0.1791
H 3.7710 3.5477 -1.4570 -0.1 0.1 0.3 0.1758
C -3.5690 -0.9429 -2.5652 0.1 -0.3 -0.3 -0.0449
C -3.2125 0.0243 -1.4821 -0.7 0.9 -0.7 -0.2546
O -2.0717 -0.3583 -0.6838 1.9 -2.2 0.7 -0.3115
P -1.7407 -1.9289 -0.2559 -4.9 1.3 2.7 1.0848
O -3.2245 -2.6021 -0.0299 3.1 0.2 -1.5 -0.2707
C -4.2349 -2.0637 0.8784 -1.0 -0.1 0.6 -0.1830
C -3.8589 -0.8218 1.6317 0.1 0.3 0.3 -0.0544
O -1.2898 -1.7475 1.2941 0.7 0.2 -2.5 -0.3063
C -1.0096 -2.9329 2.1040 0.2 -0.9 0.1 -0.2420
C -0.7530 -2.3401 3.4603 0.0 -0.1 0.2 -0.0349
H -2.7950 -1.0074 -3.3226 0.2 0.1 -0.2 0.0661
H -4.4869 -0.5989 -3.0397 0.0 -0.1 -0.1 0.1191
H -3.7061 -1.9447 -2.1744 -0.4 -0.1 0.0 0.0753
H -2.9247 0.9802 -1.9327 0.0 -0.1 0.2 0.1167
H -4.0768 0.2153 -0.8294 0.4 -0.2 0.0 0.1314
H -5.1165 -1.8935 0.2555 0.2 0.0 -0.1 0.1413
H -4.4851 -2.8901 1.5521 0.2 0.1 -0.1 0.1447
H -3.4970 -0.0394 0.9691 0.0 0.0 0.2 0.0528
H -4.7290 -0.3950 2.1344 -0.1 -0.3 0.0 0.1231
H -3.0910 -1.0224 2.3757 -0.2 0.1 0.1 0.0641
H -1.8525 -3.6441 2.0520 0.2 0.5 0.1 0.1432
H -0.1276 -3.4266 1.6703 -0.5 0.1 0.3 0.0868
H 0.0554 -1.6066 3.3560 -0.2 -0.1 0.3 0.0581
H -1.6679 -1.8444 3.7990 0.3 0.0 0.2 0.0909
H -0.4635 -3.1016 4.1902 -0.1 0.1 -0.1 0.1131
```
Forces are in eV/Å.

The total charge is +4. Its spin multiplicity is 4. As for the expectation value of S²: 3.77. As for the HOMO energy (alpha / beta): -21.04 / -21.02 eV.


DFT (the ωB97M-V functional and the def2-TZVPD basis) results for a molecular structure, C20H30NO3Se4SiTcTe2.

```
62
Properties=species:S:1:pos:R:3:forces:R:3:lowdin_charge:R:1
Tc 0.5973 -0.4851 0.1675 -0.9 -1.0 -1.1 0.8191
Se 2.5891 -0.6492 1.4632 0.8 0.1 0.1 -0.0422
Te 2.0138 -0.8071 3.8642 -0.3 0.2 0.4 0.1980
Te -0.1336 0.9762 3.8354 0.3 -0.3 0.3 0.1854
Se -0.1435 1.4164 1.3892 -0.1 1.2 0.1 -0.1181
C -1.1593 2.6110 -3.1411 0.0 0.1 0.1 -0.3823
Se -1.6374 1.1610 -1.9382 0.1 -0.1 0.0 0.9051
C -3.1112 2.0730 -1.0349 -0.1 0.0 0.0 -0.5720
C -4.2057 1.0902 -0.6431 0.0 0.0 0.0 -0.5758
Se -3.5338 -0.4186 0.4128 0.0 0.0 0.0 0.8678
C -3.5629 -1.7946 -0.9608 0.0 0.0 0.0 -0.4110
H -0.7709 3.4638 -2.5873 0.0 0.0 0.0 0.0273
H -2.0260 2.9067 -3.7296 0.0 0.0 0.0 0.0173
H -0.3830 2.2099 -3.7860 0.0 0.0 0.0 -0.0084
H -3.4991 2.8150 -1.7373 0.0 0.0 0.0 0.0587
H -2.7295 2.5940 -0.1566 0.1 0.0 0.0 0.0402
H -4.7042 0.6867 -1.5242 0.0 0.0 0.0 0.0602
H -4.9581 1.5843 -0.0269 0.0 0.0 0.0 0.0481
H -4.5837 -2.0305 -1.2549 0.0 0.0 0.0 0.0162
H -3.0932 -2.6714 -0.5176 0.0 0.0 0.0 0.0158
H -2.9748 -1.4786 -1.8177 0.0 0.0 0.0 -0.0176
C -1.0408 -3.2164 5.1781 0.0 0.0 0.0 -0.2006
Si -1.9281 -3.2827 3.5311 -0.1 0.0 0.1 0.3822
C -3.6409 -2.5565 3.7265 0.0 0.0 0.0 -0.1920
C -2.0496 -5.0624 2.9635 0.0 0.0 0.0 -0.1912
C -1.0219 -2.3094 2.2923 0.2 0.0 -0.2 -0.2547
C -0.4028 -1.6306 1.4846 -0.2 -0.1 0.3 -0.4862
H -1.5532 -3.8296 5.9246 0.0 0.0 0.0 0.0253
H -1.0041 -2.1866 5.5427 0.0 0.0 0.0 0.0141
H -0.0125 -3.5696 5.0787 0.0 0.0 0.0 0.0174
H -4.2521 -3.1401 4.4213 0.0 0.0 0.0 0.0259
H -4.1551 -2.5093 2.7645 0.0 0.0 0.0 0.0034
H -3.5683 -1.5335 4.1041 0.0 0.0 0.0 0.0303
H -2.5780 -5.6792 3.6962 0.0 0.0 0.0 0.0242
H -1.0524 -5.4826 2.8156 0.0 0.0 0.0 0.0290
H -2.5820 -5.1250 2.0122 0.0 0.0 0.0 0.0256
O -0.5389 -2.8224 -3.3006 0.0 0.2 0.3 0.0767
C -0.3130 -2.2841 -2.2702 0.1 -0.2 -0.1 -0.5144
N -0.0982 -1.7956 -1.2010 0.2 -0.1 -0.5 -0.0476
C 7.2900 0.1170 -4.7612 0.0 0.0 0.0 -0.0628
C 5.8972 0.1614 -4.1917 0.0 0.0 0.0 -0.2769
C 5.4288 -0.8420 -3.3588 0.0 0.0 0.0 -0.0155
C 4.1412 -0.8139 -2.8283 -0.1 0.0 0.0 -0.1898
C 3.6889 -1.9376 -1.9327 0.0 0.0 0.0 -0.0364
C 3.2973 0.2450 -3.1603 0.0 0.1 0.0 -0.0519
C 3.7356 1.2563 -4.0227 0.1 0.0 0.0 -0.1974
C 2.8459 2.4085 -4.4094 0.0 0.0 0.0 -0.0382
C 5.0347 1.2050 -4.5106 0.0 0.0 0.0 -0.0206
C 1.8980 0.3181 -2.5960 -0.2 -0.1 -0.1 -0.5882
O 0.9359 0.3854 -3.3523 0.1 0.0 0.1 0.0012
O 1.8443 0.3250 -1.3035 0.0 0.0 0.2 -0.2758
H 7.9134 -0.5980 -4.2234 0.0 0.0 0.0 0.0691
H 7.7714 1.0952 -4.7049 0.0 0.0 0.0 0.0731
H 7.2777 -0.1798 -5.8132 0.0 0.0 0.0 0.0769
H 6.0797 -1.6746 -3.1077 0.0 0.0 0.0 0.1123
H 4.2281 -2.8526 -2.1823 0.0 0.0 0.0 0.0797
H 2.6207 -2.1292 -2.0222 0.0 0.0 0.0 0.0656
H 3.8796 -1.7047 -0.8841 0.0 0.0 0.0 0.0295
H 2.4687 2.9313 -3.5275 0.0 0.0 0.0 0.0889
H 1.9740 2.0600 -4.9611 0.0 0.0 0.0 0.0767
H 3.4016 3.1203 -5.0210 0.0 0.0 0.0 0.0701
H 5.3819 2.0004 -5.1641 0.0 0.0 0.0 0.1107
```
Forces are in eV/Å.

The total charge is -1. Its spin multiplicity is 4. As for the expectation value of S²: 3.81. As for the HOMO energy (alpha / beta): -4.42 / -4.42 eV.


| no. | F_max (eV/Å) |
| --- | --- |
| 1 | 3.27 |
| 2 | 0.77 |
| 3 | 8.49 |
| 4 | 1.75 |